ORCA calculation (ωB97M-V with the def2-TZVPD basis set) on a 2-piece molecular cluster, C3H5FN3O2 overall at a distorted geometry.

* total charge: -1
* gap between HOMO and LUMO (alpha / beta): 8.0 / 8.0 eV
* LUMO energy (alpha / beta): 0.1505 / 0.1506 Eh
* multiplicity: 1
* total energy: -14472.9287 eV

CARTESIAN COORDINATES (ANGSTROEM)
C  -0.333681  1.603984  0.126005
C  2.104191  -0.483486  0.094105
C  0.647073  -0.550763  0.627143
N  -1.278574  1.590471  -0.648928
N  -1.561951  -1.342598  0.037092
N  -0.153751  -1.318846  -0.145623
O  2.084247  -0.709183  -1.162473
O  3.028324  -0.361175  0.881178
F  0.103287  2.736201  0.756872
H  0.438820  -0.386589  1.731923
H  -1.627696  2.404418  -1.142358
H  -1.717001  -0.661833  0.753606
H  -1.843998  -0.926990  -0.851340
H  0.110709  -1.593606  -1.057201

Cartesian forces, eV/Å:
C 1.9 -2.5 2.3
C -1.0 -1.0 -2.4
C -1.1 0.7 -0.2
N -1.5 -0.5 -2.4
N 0.4 -0.9 -0.7
N 0.2 0.8 2.8
O 0.6 0.4 1.2
O 0.4 0.4 0.7
F 0.1 1.1 -0.2
H 0.0 -0.4 -1.7
H -0.1 0.7 0.6
H -0.5 0.7 0.2
H -0.7 0.3 0.6
H 1.1 0.2 -0.7



ORCA calculation (ωB97M-V with the def2-TZVPD basis set) on an isolated molecule of C3H5FO at a distorted geometry.

* structure (SMILES): C=C(F)CO
* total charge: 0
* gap between HOMO and LUMO: 10.7 eV
* LUMO energy: 0.0300 Eh
* multiplicity: 1
* total energy: -7954.6102 eV

CARTESIAN COORDINATES (ANGSTROEM)
C  -1.471876  -0.600132  -0.247070
C  -0.506729  0.281714  0.146671
F  -0.696699  1.623726  -0.086430
C  0.827738  0.063688  0.576316
O  1.752024  0.083332  -0.578112
H  -2.465112  -0.458143  -0.749057
H  -1.141114  -1.762032  -0.259871
H  1.165335  0.745185  1.402358
H  1.008412  -0.959066  1.071530
H  1.528022  0.981730  -1.276334

Cartesian forces, eV/Å:
C 1.8 -2.1 -0.1
C -4.1 -0.5 -1.9
F -0.3 -0.3 0.2
C 3.7 -1.8 1.2
O -1.4 3.9 -2.0
H 1.3 0.5 0.8
H -0.8 3.0 0.4
H -0.4 0.0 -1.0
H -0.6 1.3 -1.1
H 0.8 -4.0 3.5



ORCA calculation (ωB97M-V with the def2-TZVPD basis set) on a 2-piece molecular cluster, C3H5FO3 overall at a distorted geometry.

* total charge: 0
* gap between HOMO and LUMO (alpha / beta): 8.3 / 8.4 eV
* LUMO energy (alpha / beta): -0.0179 / -0.0179 Eh
* multiplicity: 1
* total energy: -12046.6845 eV

CARTESIAN COORDINATES (ANGSTROEM)
C  -1.065725  -0.366348  -0.898233
C  1.335696  0.229577  0.685145
C  1.039791  -0.465837  -0.583797
O  -1.555455  -1.006992  -1.747249
O  -2.694665  0.818634  0.480733
O  -1.235311  0.428782  0.051859
F  1.454732  0.099199  -1.758765
H  2.339416  0.811432  0.626456
H  0.600405  0.976395  0.890956
H  1.369671  -0.560317  1.502975
H  1.117711  -1.513981  -0.708896
H  -2.706268  0.549457  1.458821

Cartesian forces, eV/Å:
C 4.3 -1.4 -0.4
C 2.5 -0.2 0.6
C -3.4 1.0 -1.7
O -1.1 0.1 -0.1
O 0.0 -0.5 1.1
O -1.7 1.2 1.9
F 0.3 0.2 0.7
H -1.4 -1.3 0.1
H -0.3 0.3 0.3
H 0.0 1.2 -0.9
H 0.3 -1.0 0.3
H 0.4 0.3 -1.9